DFT (ωB97M-V/def2-TZVPD) results for 3 unconnected molecules or ions with the total composition C28H69BFN7O7P2S at a distorted geometry.

Each atom is followed by the atoms it is bonded to, with distances in Å.
Atoms and positions in Å:
1 C -0.62 -4.63 -3.50  C2 1.534, H26 1.088, H27 1.092, H28 1.090
2 C -0.14 -5.01 -2.10  C1 1.534, C3 1.516, H29 1.095, H30 1.091
3 C 1.06 -4.18 -1.67  C2 1.516, F4 1.411, C5 1.544, H31 1.095
4 F 0.78 -2.84 -2.00  C3 1.411
5 C 1.48 -4.24 -0.19  C3 1.544, C6 1.516, C17 1.552, H32 1.094
6 C 0.82 -5.33 0.63  C5 1.516, O7 1.438, H33 1.088, H34 1.091
7 O 1.45 -6.60 0.38  C6 1.438, S8 1.620
8 S 2.46 -7.17 1.51  O7 1.620, O9 1.453, O10 1.604
9 O 1.81 -6.94 2.78  S8 1.453
10 O 3.70 -6.15 1.46  S8 1.604, C11 1.456
11 C 3.60 -4.71 1.25  O10 1.456, B12 1.608, C17 1.527, H35 1.096
12 B 3.19 -3.95 2.60  C11 1.608, O13 1.374, N14 1.468
13 O 2.23 -2.97 2.66  B12 1.374, H36 0.962
14 N 3.90 -4.32 3.83  B12 1.468, C15 1.480, C16 1.473
15 C 2.91 -4.63 4.88  N14 1.480, H37 1.097, H38 1.092, H39 1.089
16 C 4.73 -3.19 4.27  N14 1.473, H40 1.099, H41 1.091, H42 1.092
17 C 3.03 -4.31 -0.11  C5 1.552, C11 1.527, C18 1.556, H43 1.096
18 C 3.60 -2.99 -0.70  C17 1.556, C19 1.536, H44 1.091, H45 1.092
19 C 4.96 -2.46 -0.23  C18 1.536, C20 1.534, H46 1.095, H47 1.092
20 C 4.89 -1.35 0.83  C19 1.534, C21 1.541, H48 1.092, H49 1.095
21 C 4.14 -0.09 0.35  C20 1.541, C22 1.554, H50 1.089, H51 1.094
22 C 3.03 0.36 1.34  C21 1.554, C23 1.530, H52 1.090, H53 1.092
23 C 1.62 0.12 0.79  C22 1.530, O24 1.418, H54 1.100, H55 1.097
24 O 0.74 -0.28 1.83  C23 1.418, C25 1.412
25 C -0.40 -0.97 1.35  O24 1.412, H56 1.090, H57 1.094, H58 1.097
26 H -1.30 -3.78 -3.46  C1 1.088
27 H -1.22 -5.45 -3.90  C1 1.092
28 H 0.20 -4.42 -4.19  C1 1.090
29 H -0.96 -4.80 -1.42  C2 1.095
30 H 0.07 -6.08 -2.02  C2 1.091
31 H 1.90 -4.46 -2.31  C3 1.095
32 H 1.15 -3.28 0.23  C5 1.094
33 H -0.23 -5.45 0.36  C6 1.088
34 H 0.82 -5.08 1.69  C6 1.091
35 H 4.66 -4.44 1.19  C11 1.096
36 H 2.18 -2.35 1.93  O13 0.962
37 H 2.64 -3.73 5.46  C15 1.097
38 H 3.33 -5.35 5.58  C15 1.092
39 H 1.99 -5.04 4.46  C15 1.089
40 H 4.21 -2.22 4.20  C16 1.099
41 H 4.97 -3.33 5.33  C16 1.091
42 H 5.67 -3.17 3.72  C16 1.092
43 H 3.29 -5.11 -0.81  C17 1.096
44 H 3.66 -3.12 -1.78  C18 1.091
45 H 2.85 -2.21 -0.57  C18 1.092
46 H 5.45 -2.00 -1.09  C19 1.095
47 H 5.65 -3.24 0.08  C19 1.092
48 H 4.52 -1.71 1.79  C20 1.092
49 H 5.93 -1.06 1.01  C20 1.095
50 H 4.83 0.73 0.16  C21 1.089
51 H 3.63 -0.29 -0.59  C21 1.094
52 H 3.16 1.43 1.54  C22 1.090
53 H 3.12 -0.18 2.29  C22 1.092
54 H 1.66 -0.70 0.05  C23 1.100
55 H 1.25 1.01 0.28  C23 1.097
56 H -1.28 -0.69 1.92  C25 1.090
57 H -0.60 -0.75 0.29  C25 1.094
58 H -0.26 -2.05 1.46  C25 1.097
59 O -5.02 -0.38 -1.32  P60 1.476
60 P -5.84 0.29 -0.29  O59 1.476, N61 1.685, N64 1.716, N67 1.660
61 N -5.29 1.89 -0.20  P60 1.685, C62 1.448, C63 1.455
62 C -5.20 2.70 0.99  N61 1.448, H70 1.093, H71 1.091, H72 1.092
63 C -5.00 2.57 -1.46  N61 1.455, H73 1.098, H74 1.089, H75 1.092
64 N -5.53 -0.59 1.15  P60 1.716, C65 1.452, C66 1.460
65 C -4.89 0.00 2.32  N64 1.452, H76 1.098, H77 1.092, H78 1.087
66 C -4.98 -1.92 0.92  N64 1.460, H79 1.097, H80 1.087, H81 1.093
67 N -7.46 0.52 -0.01  P60 1.660, C68 1.466, C69 1.462
68 C -8.17 1.45 -0.90  N67 1.466, H82 1.094, H83 1.088, H84 1.091
69 C -8.30 -0.31 0.85  N67 1.462, H85 1.093, H86 1.084, H87 1.091
70 H -6.06 2.57 1.65  C62 1.093
71 H -5.20 3.76 0.71  C62 1.091
72 H -4.29 2.51 1.56  C62 1.092
73 H -5.88 3.06 -1.88  C63 1.098
74 H -4.62 1.86 -2.19  C63 1.089
75 H -4.23 3.32 -1.31  C63 1.092
76 H -3.87 0.34 2.11  C65 1.098
77 H -4.85 -0.74 3.12  C65 1.092
78 H -5.46 0.83 2.73  C65 1.087
79 H -3.90 -1.90 0.73  C66 1.097
80 H -5.46 -2.41 0.08  C66 1.087
81 H -5.17 -2.55 1.80  C66 1.093
82 H -8.14 2.47 -0.51  C68 1.094
83 H -9.21 1.16 -1.00  C68 1.088
84 H -7.73 1.46 -1.90  C68 1.091
85 H -8.42 0.16 1.83  C69 1.093
86 H -7.90 -1.30 0.98  C69 1.084
87 H -9.29 -0.42 0.40  C69 1.091
88 O 1.27 4.13 -0.13  P89 1.491
89 P 1.01 5.00 -1.31  O88 1.491, N90 1.732, N93 1.707, N96 1.678
90 N 2.42 4.53 -2.19  P89 1.732, C91 1.443, C92 1.452
91 C 3.32 5.41 -2.91  N90 1.443, H99 1.096, H100 1.092, H101 1.095
92 C 2.69 3.11 -2.34  N90 1.452, H102 1.100, H103 1.089, H104 1.093
93 N 1.07 6.58 -0.67  P89 1.707, C94 1.450, C95 1.461
94 C 2.20 7.46 -0.90  N93 1.450, H105 1.097, H106 1.092, H107 1.088
95 C 0.62 6.66 0.72  N93 1.461, H108 1.096, H109 1.088, H110 1.093
96 N 0.18 5.42 -2.71  P89 1.678, C97 1.466, C98 1.463
97 C -0.01 4.38 -3.72  N96 1.466, H111 1.093, H112 1.089, H113 1.090
98 C -0.61 6.63 -2.90  N96 1.463, H114 1.093, H115 1.084, H116 1.091
99 H 2.78 6.19 -3.45  C91 1.096
100 H 3.87 4.85 -3.66  C91 1.092
101 H 4.05 5.89 -2.25  C91 1.095
102 H 2.21 2.71 -3.25  C92 1.100
103 H 2.33 2.54 -1.50  C92 1.089
104 H 3.77 2.92 -2.43  C92 1.093
105 H 3.13 7.07 -0.47  C94 1.097
106 H 1.99 8.43 -0.43  C94 1.092
107 H 2.34 7.66 -1.96  C94 1.088
108 H 1.39 6.37 1.44  C95 1.096
109 H -0.25 6.03 0.89  C95 1.088
110 H 0.32 7.69 0.93  C95 1.093
111 H 0.83 4.38 -4.43  C97 1.093
112 H -0.92 4.55 -4.28  C97 1.089
113 H -0.08 3.39 -3.28  C97 1.090
114 H -0.02 7.38 -3.43  C98 1.093
115 H -0.94 7.06 -1.96  C98 1.084
116 H -1.50 6.42 -3.50  C98 1.091

* frontier orbital gap: 8.471 eV
* molar mass: 739.727 g/mol
* electronic energy: -3223.8344 a.u.

Löwdin atomic charge list, values in e, 5 entries: atom 1 (C): -0.09, atom 2 (C): -0.19, atom 3 (C): -0.28, atom 4 (F): -0.03, atom 5 (C): -0.20

---

DFT (ωB97M-V/def2-TZVPD) results for 13 unconnected molecules or ions with the total composition C52H91N13 at a distorted geometry.

Each atom is followed by the atoms it is bonded to, with distances in Å.
Atoms and positions in Å:
1 C 3.07 4.89 1.04  C2 1.525, H6 1.097, H7 1.091, H8 1.088
2 C 1.69 4.28 0.81  C1 1.525, C3 1.545, H9 1.089, H10 1.090
3 C 0.51 5.27 0.96  C2 1.545, C4 1.468, H11 1.091, H12 1.090
4 C 0.69 6.47 0.14  C3 1.468, N5 1.148
5 N 0.77 7.42 -0.51  C4 1.148
6 H 3.18 5.21 2.09  C1 1.097
7 H 3.21 5.80 0.46  C1 1.091
8 H 3.89 4.20 0.86  C1 1.088
9 H 1.52 3.44 1.49  C2 1.089
10 H 1.69 4.01 -0.24  C2 1.090
11 H 0.42 5.58 2.00  C3 1.091
12 H -0.40 4.82 0.56  C3 1.090
13 C 2.67 -3.26 -0.28  C14 1.523, H18 1.088, H19 1.089, H20 1.095
14 C 3.41 -4.07 -1.33  C13 1.523, C15 1.556, H21 1.092, H22 1.089
15 C 4.89 -3.59 -1.47  C14 1.556, C16 1.456, H23 1.094, H24 1.091
16 C 5.05 -2.16 -1.25  C15 1.456, N17 1.149
17 N 5.20 -1.04 -1.04  C16 1.149
18 H 1.71 -3.65 0.04  C13 1.088
19 H 2.52 -2.22 -0.59  C13 1.089
20 H 3.35 -3.15 0.58  C13 1.095
21 H 2.95 -3.93 -2.31  C14 1.092
22 H 3.48 -5.14 -1.19  C14 1.089
23 H 5.33 -3.74 -2.46  C15 1.094
24 H 5.56 -4.14 -0.81  C15 1.091
25 C 2.88 1.33 4.61  C26 1.538, H30 1.087, H31 1.092, H32 1.092
26 C 2.55 0.07 5.43  C25 1.538, C27 1.545, H33 1.093, H34 1.089
27 C 3.45 -1.12 5.05  C26 1.545, C28 1.463, H35 1.088, H36 1.096
28 C 3.51 -1.45 3.63  C27 1.463, N29 1.146
29 N 3.57 -1.71 2.52  C28 1.146
30 H 2.23 2.16 4.86  C25 1.087
31 H 2.82 1.05 3.55  C25 1.092
32 H 3.92 1.64 4.75  C25 1.092
33 H 1.53 -0.26 5.24  C26 1.093
34 H 2.66 0.30 6.49  C26 1.089
35 H 3.28 -2.00 5.68  C27 1.088
36 H 4.45 -0.77 5.34  C27 1.096
37 C -5.42 -1.10 1.00  C38 1.539, H42 1.083, H43 1.093, H44 1.087
38 C -4.31 -0.04 1.15  C37 1.539, C39 1.543, H45 1.094, H46 1.100
39 C -3.92 0.33 2.60  C38 1.543, C40 1.473, H47 1.089, H48 1.090
40 C -5.09 0.94 3.26  C39 1.473, N41 1.144
41 N -6.01 1.37 3.79  C40 1.144
42 H -5.59 -1.29 -0.05  C37 1.083
43 H -6.28 -0.59 1.44  C37 1.093
44 H -5.19 -1.97 1.61  C37 1.087
45 H -4.45 0.90 0.62  C38 1.094
46 H -3.35 -0.35 0.71  C38 1.100
47 H -3.10 1.04 2.48  C39 1.089
48 H -3.66 -0.52 3.22  C39 1.090
49 C -2.05 -5.98 1.46  C50 1.524, H54 1.094, H55 1.092, H56 1.089
50 C -1.31 -5.51 0.21  C49 1.524, C51 1.561, H57 1.092, H58 1.089
51 C -1.31 -3.95 0.12  C50 1.561, C52 1.458, H59 1.092, H60 1.092
52 C -2.58 -3.42 -0.35  C51 1.458, N53 1.149
53 N -3.59 -3.03 -0.74  C52 1.149
54 H -2.39 -7.02 1.40  C49 1.094
55 H -2.98 -5.44 1.60  C49 1.092
56 H -1.41 -5.96 2.35  C49 1.089
57 H -1.81 -5.92 -0.67  C50 1.092
58 H -0.28 -5.87 0.12  C50 1.089
59 H -0.53 -3.54 -0.52  C51 1.092
60 H -1.03 -3.56 1.09  C51 1.092
61 C 0.18 -4.70 -3.11  C62 1.526, H66 1.085, H67 1.093, H68 1.094
62 C 0.79 -5.72 -4.07  C61 1.526, C63 1.542, H69 1.092, H70 1.088
63 C 0.40 -7.17 -3.71  C62 1.542, C64 1.476, H71 1.090, H72 1.092
64 C 0.96 -7.57 -2.40  C63 1.476, N65 1.148
65 N 1.37 -7.88 -1.37  C64 1.148
66 H 0.37 -3.69 -3.46  C61 1.085
67 H 0.61 -4.79 -2.11  C61 1.093
68 H -0.89 -4.88 -2.94  C61 1.094
69 H 1.87 -5.67 -3.95  C62 1.092
70 H 0.54 -5.55 -5.11  C62 1.088
71 H 0.74 -7.92 -4.42  C63 1.090
72 H -0.68 -7.25 -3.65  C63 1.092
73 C -0.26 -2.74 3.62  C74 1.545, H78 1.090, H79 1.085, H80 1.089
74 C -0.09 -2.77 5.16  C73 1.545, C75 1.541, H81 1.093, H82 1.096
75 C -1.09 -1.97 6.02  C74 1.541, C76 1.457, H83 1.092, H84 1.092
76 C -1.43 -0.62 5.59  C75 1.457, N77 1.146
77 N -1.68 0.42 5.19  C76 1.146
78 H -1.23 -3.18 3.37  C73 1.090
79 H 0.58 -3.33 3.27  C73 1.085
80 H -0.36 -1.69 3.36  C73 1.089
81 H 0.94 -2.57 5.44  C74 1.093
82 H -0.20 -3.77 5.58  C74 1.096
83 H -0.69 -1.88 7.03  C75 1.092
84 H -2.03 -2.51 6.08  C75 1.092
85 C -2.82 3.48 -0.14  C86 1.523, H90 1.088, H91 1.095, H92 1.094
86 C -2.56 2.44 -1.22  C85 1.523, C87 1.542, H93 1.095, H94 1.091
87 C -3.62 2.44 -2.34  C86 1.542, C88 1.480, H95 1.088, H96 1.090
88 C -3.74 3.79 -2.93  C87 1.480, N89 1.148
89 N -3.86 4.83 -3.42  C88 1.148
90 H -2.21 3.20 0.71  C85 1.088
91 H -3.88 3.56 0.12  C85 1.095
92 H -2.67 4.53 -0.44  C85 1.094
93 H -2.60 1.46 -0.74  C86 1.095
94 H -1.52 2.52 -1.54  C86 1.091
95 H -4.61 2.12 -2.02  C87 1.088
96 H -3.31 1.74 -3.11  C87 1.090
97 C 3.16 1.08 -2.61  C98 1.537, H102 1.090, H103 1.093, H104 1.087
98 C 3.33 0.85 -4.12  C97 1.537, C99 1.547, H105 1.085, H106 1.097
99 C 2.30 -0.18 -4.66  C98 1.547, C100 1.471, H107 1.096, H108 1.086
100 C 2.88 -1.53 -4.58  C99 1.471, N101 1.145
101 N 3.32 -2.58 -4.48  C100 1.145
102 H 2.57 1.97 -2.39  C97 1.090
103 H 4.15 1.36 -2.23  C97 1.093
104 H 2.84 0.18 -2.10  C97 1.087
105 H 4.32 0.67 -4.51  C98 1.085
106 H 2.92 1.73 -4.62  C98 1.097
107 H 2.23 -0.02 -5.74  C99 1.096
108 H 1.30 -0.11 -4.23  C99 1.086
109 C 0.16 -0.54 2.06  C110 1.509, H114 1.092, H115 1.092, H116 1.096
110 C -0.28 0.55 1.10  C109 1.509, C111 1.530, H117 1.093, H118 1.095
111 C 0.61 0.59 -0.15  C110 1.530, C112 1.481, H119 1.092, H120 1.093
112 C 0.36 -0.57 -1.03  C111 1.481, N113 1.146
113 N 0.22 -1.45 -1.76  C112 1.146
114 H 1.19 -0.50 2.41  C109 1.092
115 H -0.08 -1.51 1.63  C109 1.092
116 H -0.42 -0.48 2.99  C109 1.096
117 H -0.35 1.56 1.49  C110 1.093
118 H -1.30 0.37 0.74  C110 1.095
119 H 1.65 0.61 0.19  C111 1.092
120 H 0.44 1.43 -0.82  C111 1.093
121 C -0.69 4.80 6.21  C122 1.521, H126 1.086, H127 1.094, H128 1.093
122 C 0.12 3.57 5.84  C121 1.521, C123 1.546, H129 1.095, H130 1.092
123 C 0.10 3.17 4.35  C122 1.546, C124 1.466, H131 1.093, H132 1.095
124 C -1.26 3.05 3.81  C123 1.466, N125 1.147
125 N -2.29 3.01 3.32  C124 1.147
126 H -1.18 4.71 7.18  C121 1.086
127 H -1.48 5.03 5.49  C121 1.094
128 H -0.06 5.69 6.13  C121 1.093
129 H -0.23 2.70 6.40  C122 1.095
130 H 1.17 3.61 6.15  C122 1.092
131 H 0.71 2.27 4.22  C123 1.093
132 H 0.72 3.86 3.77  C123 1.095
133 C -0.89 6.46 -4.91  C134 1.558, H138 1.087, H139 1.091, H140 1.093
134 C 0.54 5.96 -5.27  C133 1.558, C135 1.532, H141 1.091, H142 1.088
135 C 1.35 5.76 -3.98  C134 1.532, C136 1.449, H143 1.092, H144 1.095
136 C 0.92 4.66 -3.14  C135 1.449, N137 1.147
137 N 0.57 3.82 -2.44  C136 1.147
138 H -0.95 7.01 -3.98  C133 1.087
139 H -1.62 5.64 -4.92  C133 1.091
140 H -1.28 7.11 -5.70  C133 1.093
141 H 0.94 6.77 -5.87  C134 1.091
142 H 0.52 5.11 -5.95  C134 1.088
143 H 1.38 6.64 -3.34  C135 1.092
144 H 2.38 5.62 -4.32  C135 1.095
145 C -1.53 -0.07 -4.38  C146 1.535, H150 1.092, H151 1.092, H152 1.088
146 C -1.18 -1.52 -4.76  C145 1.535, C147 1.558, H153 1.087, H154 1.090
147 C -2.41 -2.46 -4.63  C146 1.558, C148 1.458, H155 1.093, H156 1.090
148 C -3.55 -1.98 -5.42  C147 1.458, N149 1.149
149 N -4.41 -1.63 -6.09  C148 1.149
150 H -0.71 0.58 -4.69  C145 1.092
151 H -1.53 0.04 -3.29  C145 1.092
152 H -2.48 0.16 -4.85  C145 1.088
153 H -0.45 -1.94 -4.08  C146 1.087
154 H -0.81 -1.54 -5.79  C146 1.090
155 H -2.74 -2.52 -3.59  C147 1.093
156 H -2.13 -3.46 -4.95  C147 1.090

* frontier orbital gap: 10.940 eV
* relative energy (zero: lowest compared OMol25 entry of this formula, charge and spin): 3.592 eV
* molar mass: 898.391 g/mol
* electronic energy: -2747.6355 a.u.

Löwdin atomic charge list, values in e, 5 entries: atom 1 (C): -0.10, atom 2 (C): -0.26, atom 3 (C): -0.17, atom 4 (C): -0.23, atom 5 (N): 0.15

---

Q: The highest electronic energy belongs to which entry?
A: C52H91N13

---

Q: Which of these has the lowest electronic energy?
A: C28H69BFN7O7P2S